No. 1
Computed, not measured: 12 unconnected molecules or ions with the total composition C22H68N12O12, with ωB97M-V with the def2-TZVPD basis set.

The geometry in XYZ format:
```
114
Properties=species:S:1:pos:R:3:forces:R:3:lowdin_charge:R:1
N 6.4730 24.0330 5.1130 -3.0 2.0 -0.5 0.162
C 6.2620 23.2860 6.1850 -9.4 1.2 2.3 -0.624
N 7.2730 22.5540 6.5160 2.8 -2.0 4.5 0.140
O 4.9890 23.1960 6.6970 6.7 0.4 -2.1 -0.071
H 5.7040 24.7280 5.0100 1.0 -0.8 -0.2 0.167
H 7.3310 24.2660 4.6700 0.9 0.7 0.4 0.041
H 7.1680 21.9400 7.3690 0.1 1.2 -1.3 0.191
H 8.1920 23.0000 6.3560 0.0 -0.4 0.1 0.085
N 10.9220 19.7310 5.6140 4.8 -1.5 0.7 0.201
C 9.6770 19.9380 5.4130 -5.1 -6.4 2.4 -0.595
N 9.3940 20.9690 4.6500 -2.5 1.3 -2.4 0.130
O 8.7410 19.0620 5.9350 3.9 4.7 -2.1 -0.097
H 11.2720 18.8380 5.9740 -0.9 0.6 0.0 0.130
H 11.6700 20.2920 5.1750 -0.7 -0.2 0.1 0.101
H 8.3710 20.9450 4.4130 0.7 0.0 0.0 0.092
H 10.0260 21.3830 3.9660 0.2 -1.0 0.2 0.144
N 12.8900 21.2830 9.5910 -0.1 -3.1 0.5 0.181
C 13.2410 22.5200 9.4190 7.3 3.5 -0.9 -0.591
N 12.2450 23.4060 9.2690 -0.7 1.7 0.1 0.135
O 14.5410 22.9440 9.2810 -6.0 -2.3 0.6 -0.114
H 13.5700 20.5300 9.4950 -0.1 0.8 0.3 0.128
H 11.9050 20.9960 9.6310 0.7 0.6 0.0 0.058
H 12.5410 24.3420 8.9890 0.0 -0.5 0.3 0.138
H 11.3170 23.3470 9.7270 0.7 -0.1 -0.1 0.071
N 6.3770 22.0950 3.0910 -0.4 2.8 -4.1 0.112
C 6.3060 20.8830 3.5470 -2.2 -7.5 -2.7 -0.673
N 6.6830 20.7930 4.7840 -0.1 -1.8 4.5 0.110
O 5.9670 19.8080 2.8160 1.5 5.0 2.6 -0.072
H 6.1960 22.0460 2.0550 -0.4 0.8 1.6 0.156
H 6.3910 22.9150 3.7340 -0.7 -0.8 -0.9 0.081
H 6.5600 19.8510 5.2430 0.4 1.4 -0.9 0.155
H 6.8540 21.6270 5.4990 -0.3 -2.6 -2.3 0.046
N 10.8310 22.5710 7.1270 1.7 -3.5 3.2 0.173
C 10.5520 23.6260 6.4390 1.7 7.0 0.7 -0.665
N 9.7150 23.3810 5.4730 -2.8 1.4 -3.6 0.124
O 11.0400 24.8430 6.7150 -2.0 -4.9 -0.9 -0.055
H 11.3850 22.8130 7.9910 -0.2 -0.6 -0.6 0.069
H 10.4120 21.6190 7.0260 0.4 1.6 0.1 0.122
H 9.3670 24.1570 4.8710 0.9 -0.4 0.7 0.092
H 9.4890 22.4080 5.1480 0.5 1.2 1.0 0.031
N 8.5340 23.4320 2.0370 2.3 -4.0 3.2 0.134
C 8.4910 24.2770 1.0830 7.2 4.6 -4.8 -0.628
N 7.2980 24.6490 0.6980 -4.6 2.2 -2.6 0.155
O 9.7180 24.8010 0.6130 -6.7 -2.6 1.8 -0.116
H 9.5330 23.0770 2.1650 -2.0 0.5 0.0 0.185
H 7.6980 22.8870 2.3230 1.3 -0.1 -0.2 0.068
H 7.1610 25.1840 -0.1930 0.9 -0.6 1.4 0.154
H 6.3500 24.6040 1.1860 2.4 -0.5 -0.4 0.158
C 8.4270 23.2720 12.2210 -2.5 0.9 0.5 -0.046
C 9.7530 23.4400 11.5520 0.1 -0.5 9.1 -0.666
C 10.6120 22.3220 12.0940 1.3 0.1 -0.8 -0.027
O 9.7410 23.3790 10.3140 -1.6 0.8 -10.9 -0.033
H 8.0140 22.2400 12.1580 0.5 0.5 0.1 0.096
H 7.6000 23.9380 11.8390 0.9 -0.4 0.0 0.086
H 8.5340 23.5900 13.2640 -0.1 -0.5 0.0 0.087
H 10.2200 24.3520 11.9030 0.1 0.8 0.5 0.151
H 10.6800 22.3570 13.1540 -0.1 -0.2 0.9 0.083
H 11.6110 22.4940 11.7100 0.5 -0.1 0.1 0.070
H 10.3430 21.3420 11.7130 -0.5 -0.1 0.2 0.073
H 9.1300 24.0810 9.8860 0.8 -1.6 0.9 0.128
C 11.5810 18.7450 8.5800 1.2 0.4 1.1 -0.022
C 10.2730 19.3850 9.1100 0.1 -10.3 -1.1 -0.645
C 9.7660 18.6350 10.3120 0.8 -1.1 0.1 -0.018
O 10.3490 20.5870 9.3450 0.0 12.0 1.8 -0.038
H 12.2090 19.4080 7.9880 -0.4 0.4 -0.2 0.037
H 11.5810 17.8150 8.0190 -0.8 -0.2 0.2 0.088
H 12.2160 18.5640 9.4680 -0.1 -0.2 -0.2 0.090
H 9.5280 19.3120 8.4230 -2.1 -1.6 -2.8 0.095
H 10.4850 18.6920 11.1380 -0.2 0.1 0.0 0.094
H 9.7180 17.6040 9.9990 -0.3 -0.6 0.3 0.086
H 8.7850 18.9830 10.5960 -0.3 0.1 0.3 0.084
H 9.4660 21.0070 9.2230 1.3 0.1 0.6 0.159
C 7.4300 27.1280 2.9890 0.8 1.3 -1.6 -0.030
C 8.6180 26.3850 3.5060 2.5 9.4 -0.4 -0.613
C 9.2340 27.1590 4.6980 0.0 -1.6 0.0 0.003
O 8.4170 25.2130 3.9030 -1.3 -7.8 1.0 -0.093
H 6.5210 27.1050 3.5450 -0.6 0.2 0.8 0.073
H 7.2490 26.6960 2.0180 -0.6 0.1 -0.5 0.047
H 7.8240 28.1640 2.7800 -1.0 -0.8 0.3 0.116
H 9.3080 26.4700 2.6600 0.5 -0.4 0.1 0.142
H 10.1630 26.7070 5.0370 0.4 0.2 -0.4 0.066
H 8.6180 27.0160 5.5670 -0.9 0.0 0.5 0.067
H 9.2890 28.1920 4.5220 0.4 1.4 -0.3 0.065
H 8.3790 24.6530 3.0930 0.2 -0.4 0.7 0.048
C 14.4480 20.2130 5.5860 0.7 -1.4 1.3 -0.017
C 13.6580 21.4110 6.0200 7.4 -0.3 5.5 -0.584
C 14.5530 22.6880 6.1580 -1.1 -0.8 -0.4 0.003
O 12.7460 21.7250 5.2210 -7.0 1.0 -6.3 -0.062
H 13.8280 19.3850 5.8540 -0.5 -1.1 -0.1 0.051
H 15.3440 20.0180 6.1890 -0.2 0.5 0.1 0.100
H 14.7720 20.0090 4.5920 -0.1 0.8 -1.2 0.083
H 13.1570 21.0920 6.9960 1.2 0.6 -0.5 0.132
H 15.0590 22.9450 5.2320 0.3 -0.6 -0.3 0.085
H 15.1990 22.5230 6.9540 1.5 0.2 1.4 0.044
H 13.9390 23.5570 6.3360 -0.4 0.2 0.5 0.079
H 12.0710 22.0400 5.8150 -1.2 1.1 0.0 0.054
C 14.2650 25.1400 2.1130 0.1 0.3 0.4 -0.025
C 13.4610 24.3810 3.1470 0.2 7.0 2.6 -0.682
C 12.0870 24.9530 3.3680 -0.8 1.9 -0.9 -0.031
O 13.4180 23.1400 3.0600 -0.2 -10.2 -3.0 0.005
H 14.4850 26.1600 2.5510 -0.2 -1.1 -0.8 0.104
H 13.7390 25.2110 1.1610 0.0 0.1 -0.1 0.078
H 15.1810 24.5680 1.9790 0.3 0.3 -0.2 0.078
H 14.0220 24.4790 4.0770 0.3 1.7 0.7 0.118
H 12.2890 25.9320 3.7890 -0.5 0.5 0.2 0.082
H 11.5090 24.4240 4.1250 0.1 -0.2 -0.2 0.045
H 11.4870 25.1260 2.4150 0.7 -0.5 1.0 0.091
H 13.1440 22.6700 3.8670 0.1 0.4 -0.3 0.062
C 8.1800 25.6380 8.2790 -1.1 3.2 -2.6 -0.173
O 7.6960 24.9020 9.3220 0.6 -1.3 1.1 -0.094
H 7.4280 26.4770 8.1580 1.1 -0.2 -0.2 0.111
H 8.1640 25.1740 7.2700 0.4 -0.4 0.6 0.064
H 9.1430 26.0860 8.4530 0.4 -0.2 0.2 0.091
H 6.8360 24.6930 8.9990 -1.3 -0.9 0.5 0.088
```
Forces are in eV/Å.

Output
LUMO (hartree): -0.010
SMILES: NC(N)=O.NC(N)=O.NC(N)=O.NC(N)=O.NC(N)=O.NC(N)=O.CC(C)O.CC(C)O.CC(C)O.CC(C)O.CC(C)O.CO
ΔE to the lowest compared entry with this formula, charge and spin (kcal per mole): 29.54
Multiplicity: 1
Frontier orbital gap (hartree): 0.3191
HOMO (Ha): -0.3289

=====

No. 2
Computed, not measured: 13 unconnected molecules or ions with the total composition C22H69F3N15O14, with ωB97M-V with the def2-TZVPD basis set.

The geometry in XYZ format:
```
123
Properties=species:S:1:pos:R:3:forces:R:3:lowdin_charge:R:1
C 0.2039 -0.5060 -1.8585 0.9 1.1 0.5 -0.462
O 0.8877 -0.9012 -0.6290 -0.3 -0.7 0.1 -0.137
O 0.9483 -0.7960 -2.8821 0.2 0.0 -0.6 -0.170
C -1.2202 -1.0973 -1.9405 0.0 -0.1 1.5 -0.523
F -1.6817 -1.2091 -3.1950 -0.1 0.1 0.0 0.137
F -1.2817 -2.3135 -1.3611 -0.1 0.0 -0.5 0.145
F -2.0901 -0.3196 -1.2445 0.1 -0.2 -0.4 0.113
C 0.3441 -0.4354 0.5781 -0.6 0.1 1.1 -0.274
C 1.2669 -0.6612 1.7649 0.7 -0.7 -0.9 -0.072
H 2.2498 -0.2216 1.5783 -0.2 0.5 0.3 0.081
H 0.7693 -0.3559 2.6809 0.2 0.3 0.1 0.062
H 1.5143 -1.7209 1.8524 -0.3 0.0 0.1 0.039
H -0.5900 -0.9633 0.8194 -0.1 0.0 -0.2 0.115
H 0.0915 0.6336 0.5579 0.1 0.0 -0.4 0.097
H 0.0753 0.5784 -1.6102 -0.4 0.2 -0.6 0.126
C 4.5262 -1.0184 -0.7373 0.3 -0.7 -0.8 -0.677
O 5.7064 -0.9992 -0.3866 -0.2 0.4 0.2 -0.020
N 4.1029 -0.3389 -1.8618 0.2 -0.2 1.1 0.160
N 3.5936 -1.8116 -0.1549 0.6 0.3 0.0 0.173
H 3.1308 -0.3829 -2.1289 0.1 0.3 -0.4 0.052
H 4.8421 0.1820 -2.2923 -0.4 0.2 -0.4 0.093
H 2.6412 -1.7448 -0.4640 -0.1 0.0 0.2 0.052
H 3.8548 -2.2090 0.7449 -0.4 0.0 -0.1 0.048
C 0.6926 -4.9395 0.0749 0.3 -0.3 0.0 -0.685
O 0.3971 -6.0151 0.5865 -0.2 0.0 0.1 -0.008
N 0.4624 -3.7465 0.6834 -0.1 0.5 0.2 0.174
N 1.3624 -4.8868 -1.1089 0.1 -0.1 -0.6 0.173
H 0.5195 -2.8575 0.2006 0.1 -0.5 -0.1 0.055
H 0.0546 -3.7431 1.6080 0.1 -0.1 -0.2 0.058
H 1.6685 -4.0650 -1.6023 -0.1 0.2 0.2 0.060
H 1.3939 -5.7312 -1.6492 -0.1 -0.1 0.1 0.100
C -0.7494 -2.5968 4.3557 -0.5 -0.5 -0.4 -0.650
O -0.0981 -3.0712 3.4405 0.1 0.2 0.4 0.023
N -0.4703 -2.8507 5.6692 0.4 -0.1 0.3 0.149
N -1.8675 -1.8421 4.1515 -0.2 0.4 0.6 0.168
H 0.3967 -3.3081 5.8863 0.0 -0.2 -0.2 0.103
H -1.0259 -2.5775 6.4575 -0.2 0.2 -0.2 0.100
H -2.2822 -1.3567 4.9260 -0.1 0.0 -0.1 0.094
H -2.2783 -1.7046 3.2478 0.3 -0.2 -0.2 0.108
C 1.7619 -0.7667 -6.4042 0.4 0.5 -0.1 -0.677
O 2.2217 -0.7223 -7.5338 -0.4 0.0 -0.1 0.008
N 0.6468 -1.4640 -6.0300 -0.1 0.0 0.4 0.162
N 2.3471 -0.1164 -5.3336 -0.4 -0.9 -0.4 0.149
H 0.0086 -1.8397 -6.7049 0.3 -0.1 -0.2 0.104
H 0.2688 -1.2629 -5.1144 0.0 -0.1 0.0 0.060
H 2.8563 0.7232 -5.5200 0.3 -0.1 0.2 0.096
H 2.0135 -0.4112 -4.4258 0.1 0.9 0.3 0.028
C 0.8835 3.6632 -3.3096 0.2 -0.5 0.1 -0.714
O 0.7377 4.8089 -3.6922 0.1 0.1 -0.1 0.024
N 0.2900 2.5832 -3.8893 -0.3 -0.3 -0.4 0.180
N 1.6322 3.3467 -2.1994 -0.2 0.0 0.1 0.159
H 0.4160 1.6223 -3.6068 0.3 0.1 0.1 0.069
H -0.1450 2.7027 -4.7864 0.0 0.3 0.1 0.109
H 2.0680 4.0977 -1.6951 0.0 0.0 0.1 0.108
H 1.6611 2.4104 -1.8350 0.2 0.0 0.0 0.084
C -1.8551 4.0799 -0.1228 -1.1 0.4 -0.2 -0.698
O -2.8456 4.5532 0.4207 0.3 -0.2 0.1 0.009
N -1.2383 2.9391 0.3149 0.3 0.3 -0.4 0.168
N -1.2912 4.6374 -1.2348 0.3 -0.7 0.6 0.182
H -0.4968 2.5707 -0.2529 -0.1 -0.4 0.1 0.059
H -1.6830 2.3759 1.0124 0.0 0.0 0.0 0.098
H -1.6703 5.4739 -1.6300 0.0 0.0 0.0 0.110
H -0.4776 4.1909 -1.6172 0.0 0.5 -0.3 0.040
C 0.1971 5.3867 2.2797 -0.2 -0.3 0.1 -0.046
C 1.2973 4.5424 2.9817 -0.1 1.6 -0.9 -0.420
C 0.7209 3.6217 4.0313 0.6 -0.1 0.4 -0.220
O -0.0527 2.6519 3.3719 -0.2 0.0 -0.1 -0.188
C -0.5997 1.6785 4.1994 -0.6 -0.7 0.4 -0.135
N 2.1299 3.9066 1.9598 -0.4 -0.7 0.0 0.046
H -0.1311 5.0231 1.3063 0.1 -0.3 0.3 0.042
H 0.5485 6.4013 2.0937 0.1 0.0 0.2 0.073
H -0.6642 5.4195 2.9496 -0.1 0.2 -0.2 0.081
H 1.8472 5.3753 3.4295 0.5 -0.7 0.6 0.129
H 0.1563 4.1980 4.7786 -0.3 -0.1 -0.2 0.126
H 1.5239 3.1310 4.6063 0.1 -0.1 -0.2 0.124
H -1.2608 2.0658 4.9882 0.2 0.4 0.0 0.093
H 0.1400 1.0248 4.6847 0.2 0.2 -0.1 0.070
H -1.2342 1.0189 3.6038 0.1 0.1 -0.2 0.072
H 2.9122 3.3839 2.3477 0.0 0.3 0.3 0.071
H 1.5380 3.1619 1.5866 0.1 0.2 -0.3 0.054
C 5.7160 -2.3751 3.8079 -0.4 -0.2 0.8 -0.051
C 4.3040 -2.9753 3.8233 0.7 0.1 -1.9 -0.386
C 3.2627 -1.9725 4.2438 0.1 0.6 0.0 -0.226
O 3.4158 -1.6222 5.6066 -0.3 -0.2 0.1 -0.177
C 2.3145 -0.8651 6.0743 0.5 -0.8 0.4 -0.100
N 4.0087 -3.2372 2.3734 -0.4 -0.9 0.7 0.022
H 6.3854 -3.0693 3.3025 0.2 0.1 0.0 0.074
H 6.0830 -2.1977 4.8212 0.0 0.0 0.0 0.075
H 5.7005 -1.4208 3.2843 0.0 -0.1 -0.2 0.085
H 4.2707 -3.9471 4.3210 -0.1 0.3 0.7 0.138
H 2.2475 -2.2964 3.9731 0.0 -0.3 0.4 0.100
H 3.4291 -1.0571 3.6571 0.0 -0.1 -0.2 0.125
H 1.4231 -1.5025 6.0783 -0.1 0.5 -0.2 0.053
H 2.1635 0.0438 5.4865 -0.1 0.1 0.0 0.078
H 2.5494 -0.6469 7.1160 -0.1 0.4 -0.1 0.089
H 3.2015 -3.8652 2.3460 -0.2 0.3 -0.2 0.088
H 4.7442 -3.8393 2.0087 0.2 0.2 0.0 0.087
C -4.7631 1.0707 -1.5930 -0.4 0.8 0.0 -0.060
C -6.2839 0.8113 -1.5452 1.7 -0.5 0.1 -0.417
C -7.0019 1.3764 -2.7599 -0.2 0.1 0.4 -0.212
O -6.5294 2.6734 -3.0503 0.2 -0.3 -0.1 -0.201
C -6.9916 3.1771 -4.2807 -0.7 0.6 1.0 -0.115
N -6.5583 -0.6216 -1.4337 -0.4 -0.7 0.2 0.024
H -4.2912 0.8859 -0.6268 -0.1 -0.2 0.0 0.066
H -4.6248 2.1313 -1.8166 0.3 -0.1 0.0 0.074
H -4.2569 0.4629 -2.3379 -0.1 0.0 -0.2 0.053
H -6.6326 1.2867 -0.6260 -0.3 0.1 -0.1 0.134
H -8.0655 1.4283 -2.4880 -0.1 -0.2 -0.4 0.125
H -6.8475 0.7276 -3.6301 -0.1 -0.1 0.1 0.124
H -6.6986 2.5949 -5.1559 0.3 0.0 0.0 0.087
H -6.6388 4.2073 -4.2782 0.2 -0.1 -0.6 0.088
H -8.0901 3.2453 -4.2542 0.0 -0.2 -0.2 0.083
H -6.0606 -1.1663 -2.1424 -0.1 0.7 0.0 0.028
H -6.1332 -0.9768 -0.5824 -0.2 0.2 0.2 0.065
O -0.5703 -3.8193 -4.2268 -0.1 0.0 -0.1 -0.064
H -0.9157 -3.0767 -3.7217 0.1 -0.1 0.0 -0.014
H 0.3853 -3.6737 -4.2316 0.1 0.0 0.1 0.004
O 2.4760 -3.0484 -3.4980 -0.2 -0.2 -0.1 -0.071
H 2.8926 -2.8705 -4.3465 0.1 0.0 0.0 0.041
H 2.0319 -2.2142 -3.2573 -0.2 0.1 0.1 -0.019
O -4.8555 -1.6390 -3.6764 0.0 -0.2 -0.2 -0.052
H -3.9826 -2.0465 -3.6367 0.0 0.1 0.0 0.038
H -5.4527 -2.3629 -3.8938 0.1 0.0 -0.1 0.054
```
Forces are in eV/Å.

Output
LUMO (hartree): 0.055
ΔE to the lowest compared entry with this formula, charge and spin (kcal per mole): 0.00
Charge: -1
Multiplicity: 1
Frontier orbital gap (hartree): 0.3123
HOMO (Ha): -0.2570